Entry 1:
Density functional theory data (ωB97M-V/def2-TZVPD) for a cluster of 2 separate species, C4H2F2 in total in a non-equilibrium geometry.

Each line ends with the Mulliken charge.
CARTESIAN COORDINATES (ANGSTROEM)
F 1.56732 1.21840 1.13817  -0.586
F 1.34791 0.79628 -1.29891  -0.128
C 0.07062 -1.00533 0.05216  0.016
C 0.36160 -2.23127 0.14549  -0.129
C 0.45520 0.30110 -0.45322  0.714
C -0.90055 0.20941 0.06221  -0.431
H -1.15962 0.82065 1.02333  0.288
H -1.74249 -0.10923 -0.66923  0.255

## Properties
Gap between HOMO and LUMO (spin up / spin down), eV: 9.080 / 9.084
Calculated total energy, Eh: -353.02455
LUMO energy (spin up / spin down), Ha: -0.075 / -0.075

Entry 2:
Density functional theory data (ωB97M-V/def2-TZVPD) for a structure of composition C36H47BN7O6STi in a non-equilibrium geometry.

Each line ends with the Mulliken spin population.
CARTESIAN COORDINATES (ANGSTROEM)
Ti 0.13173 0.33631 0.58705  0.868
S -1.73522 -2.34891 -1.53620  -0.002
O -2.51202 1.31549 -2.02483  0.001
O -0.74082 -1.30403 -1.08502  -0.002
O 2.42347 -2.18224 -1.53036  0.000
O 1.53472 -0.75001 -0.05722  -0.020
O -0.99372 1.50403 -0.37788  -0.005
O 0.93403 3.73133 -0.47529  0.000
N 0.06187 -1.45880 2.41785  -0.012
N 1.12003 1.16848 -2.01208  0.046
N 2.34084 0.95661 1.68035  0.018
N -0.23463 1.52621 2.41080  -0.002
N 0.27764 0.82516 3.46838  0.006
N 2.36465 -0.11095 2.52745  -0.023
N -1.06438 -0.90604 1.85224  0.067
C 0.89713 -5.38006 -1.16497  0.000
C -4.43552 -2.47329 1.39092  0.000
C 4.99840 2.04016 -0.52456  -0.001
C 0.38168 -4.11485 -1.40328  0.000
C -0.47043 -2.25174 -3.97133  -0.001
C -1.68449 -1.84710 -6.01011  0.000
C -0.81769 4.98373 2.12738  0.001
C -1.37079 1.30698 -1.65465  0.009
C -0.99066 -3.92875 -1.29786  0.001
C 3.62681 -0.50152 2.75169  0.003
C -1.84454 -4.97046 -0.95282  0.000
C 4.46314 0.31819 2.02650  -0.004
C -1.50666 -3.02176 2.39469  -0.004
C 1.96679 -1.09647 -1.24445  0.002
C -0.47947 -2.06369 -5.34203  0.000
C -2.88334 -1.99502 -3.93389  0.000
C 1.76912 2.42894 -2.39156  0.002
C -3.46558 -1.36495 1.77025  0.001
C -0.21372 1.09168 -2.61597  0.000
C -0.19116 -2.74172 2.70909  0.007
C -0.63918 2.64509 4.30529  0.003
C 4.45200 3.55689 1.41256  0.000
C -0.79621 2.62070 2.90693  0.010
C -1.68041 -2.22256 -3.28814  0.002
C -2.97994 3.76030 2.53470  0.001
C -2.02435 -1.81050 1.89694  0.011
C 3.59889 1.21977 1.37225  0.008
C -1.52788 3.63002 2.07125  0.008
C 1.03936 3.65034 -1.89000  -0.008
C 1.96931 0.01399 -2.28015  -0.006
C -3.66400 -0.11759 0.91565  0.000
C 0.05811 1.49529 4.60348  0.001
C 0.05201 -6.43573 -0.83702  0.000
C -2.88222 -1.81257 -5.31548  0.000
C -1.31758 -6.23722 -0.73330  0.000
C 3.95799 2.40665 0.53294  0.001
B 1.05738 -0.49503 3.25150  -0.006
H -1.53935 3.26401 1.04507  0.006
H -4.67963 0.26080 1.05829  0.000
H 4.74109 1.11313 -1.04297  0.000
H -0.72330 5.31839 3.16545  0.000
H 0.56677 -3.35154 3.17725  0.001
H 3.83875 -1.32872 3.41248  0.000
H -1.97395 -7.05710 -0.46812  0.000
H 1.60756 4.52195 -2.21266  0.000
H -2.03134 -3.94825 2.56345  0.000
H -3.81346 -1.63014 -5.83661  0.000
H -1.68159 -1.69495 -7.08256  0.000
H 3.00576 0.35529 -2.31063  -0.004
H 0.18128 4.94280 1.68717  0.000
H -4.27918 -2.80231 0.36507  0.000
H -0.37103 0.11397 -3.06753  -0.001
H -3.49883 2.79913 2.50666  0.000
H 5.09678 2.83496 -1.26960  0.000
H 1.82715 2.52099 -3.48814  0.000
H 2.78642 2.42398 -2.00479  0.002
H 1.96741 -5.53375 -1.22453  0.000
H 4.70353 4.43022 0.80351  0.000
H 3.03982 2.74527 0.04892  -0.004
H 0.46410 -2.41096 -3.44157  0.000
H 0.37634 2.99033 -0.18193  0.015
H -4.36034 -3.33970 2.05303  0.000
H -2.90800 -4.80392 -0.86787  0.000
H -0.33159 1.83229 -3.40984  0.000
H 1.75966 -0.44217 -3.25171  -0.002
H -2.97140 0.68142 1.17977  0.003
H 5.98405 1.89553 -0.07175  0.000
H -3.80730 -1.94425 -3.36786  0.000
H -5.45863 -2.09641 1.45748  0.000
H 5.34588 3.25876 1.96813  0.000
H 1.31107 -1.03204 4.30173  0.001
H 3.68732 3.85295 2.13301  0.000
H -3.52254 4.45828 1.89277  0.000
H -3.02954 4.13949 3.56003  0.000
H -3.53409 -0.30916 -0.15148  0.000
H 0.04994 3.72938 -2.35419  0.000
H 0.46753 -7.41893 -0.65192  0.000
H 0.45252 -2.08564 -5.89257  0.000
H 0.40886 1.09692 5.54378  0.000
H 5.54044 0.28319 1.98328  0.000
H -0.97538 3.40631 4.99102  0.000
H 1.05279 -3.28432 -1.59740  0.000
H -3.70980 -1.08148 2.79970  0.001
H -1.39308 5.73721 1.58353  0.000

## Properties
2S+1: 2
Gap between HOMO and LUMO (spin up / spin down), eV: 8.083 / 8.801
Expectation value of S²: 0.7522
Calculated total energy, Eh: -3507.46288
LUMO energy (spin up / spin down), Ha: 0.007 / 0.007

Entry 3:
Density functional theory data (ωB97M-V/def2-TZVPD) for the ion C2H8N5 with charge +1 in a non-equilibrium geometry.

Each line ends with the Mulliken charge.
CARTESIAN COORDINATES (ANGSTROEM)
N -0.45209 1.19714 -1.71520  -0.736
N -0.25045 0.67150 0.63100  -0.129
N 0.66517 0.60926 2.78191  -0.345
N -0.17117 -1.04592 -1.12774  0.072
N 0.14715 -1.32306 -2.42001  -0.714
C -0.20278 0.26821 -0.70219  0.457
C 0.20986 0.02602 1.67205  0.154
H -0.61724 -1.83812 -0.67135  0.258
H -0.21175 2.14621 -1.60461  0.202
H -0.12679 -2.19756 -2.86722  0.282
H -0.62780 1.65032 0.70253  0.311
H 0.59648 -1.03473 1.56293  0.324
H 0.97562 -0.12497 3.51187  0.302
H -0.29357 -0.48124 -2.96213  0.287
H 0.35937 1.47694 3.20815  0.275

## Properties
Gap between HOMO and LUMO (spin up / spin down), eV: 7.125 / 7.124
Calculated total energy, Eh: -354.44684
LUMO energy (spin up / spin down), Ha: -0.175 / -0.175
SMILES string: [H]/N=C(NN)\[NH+]=C\N
Net charge: +1

Q: Which value of calculated total energy does entry 1 give?
A: -353.02455 Eh